Record 1
Density functional theory data (the ωB97M-V functional and the def2-TZVPD basis) for C2H8CsN4O6S as an isolated structure.

Geometry (Å):
Cs 3.403 -0.809 0.447
S 4.091 -6.742 2.442
O 2.750 -6.242 2.223
O -0.701 1.428 -3.718
O 4.359 -7.758 1.464
O 5.016 -5.610 2.306
O 4.159 -7.340 3.754
O -1.186 1.478 3.053
N 0.843 3.089 -4.111
N -1.064 3.290 -4.941
N -2.922 1.398 1.829
N -3.183 1.154 4.048
C -2.420 1.366 3.033
C -0.348 2.469 -4.182
H 1.145 3.860 -4.689
H 1.648 2.535 -3.855
H -0.573 4.009 -5.454
H -3.917 1.568 1.788
H -1.888 2.814 -5.278
H -4.162 1.326 3.872
H -2.739 1.292 4.945
H -2.312 1.423 1.025

Cartesian forces, eV/Å:
Cs 0.0 -0.6 0.2
S -0.3 0.0 0.5
O -2.9 1.5 -0.6
O -0.2 -1.3 0.9
O 1.1 -1.9 -2.5
O 1.4 1.5 -0.1
O 0.6 -0.5 2.5
O 0.4 -0.2 1.5
N 4.3 -0.6 1.7
N -3.3 0.3 -1.3
N -3.4 0.1 -2.4
N -2.3 -0.2 2.6
C 6.0 0.4 -2.1
C 1.0 1.4 -1.1
H -0.6 -0.2 0.1
H -0.2 -0.1 0.3
H -0.8 -0.4 -0.2
H 0.2 -0.2 -1.0
H -0.2 0.8 -0.5
H 0.0 -0.2 0.9
H -0.5 0.0 0.0
H -0.3 0.2 0.4

Properties
net charge: -1
orbital gap: 1.834 eV
total energy: -1169.757613 Eh
largest force on an atom: 6.352 eV/A
energy above the lowest of the compared OMol25 structures with the same formula, charge and spin: 575.8 kJ/mol


Record 2
Density functional theory data (the ωB97M-V functional and the def2-TZVPD basis) for C2H8F2N5O6S2Sn as an isolated structure.

Geometry (Å):
Sn -19.107 19.182 -5.374
S -19.987 18.319 -2.250
S -21.351 17.312 -3.803
F -19.237 19.716 -1.946
F -21.587 17.318 -5.409
O -22.701 17.514 -3.432
O -21.829 22.296 -3.683
O -21.170 18.447 -1.380
O -19.473 17.392 -6.120
O -18.880 17.400 -1.975
O -20.774 15.979 -3.692
N -22.613 20.373 -4.409
N -20.375 18.463 -3.890
N -18.242 15.676 -5.261
N -20.099 15.323 -6.155
N -20.563 20.570 -4.096
C -21.662 21.149 -4.052
C -19.210 16.229 -5.842
H -18.264 14.715 -4.953
H -19.718 20.919 -3.666
H -19.860 14.379 -5.889
H -22.384 19.389 -4.415
H -17.438 16.203 -4.952
H -20.668 19.569 -4.022
H -23.526 20.685 -4.706
H -20.989 15.503 -6.596

Cartesian forces, eV/Å:
Sn 3.2 2.5 -2.2
S 3.4 1.4 8.1
S -6.6 -9.9 -5.4
F -0.6 -0.8 -1.3
F -1.1 0.8 0.1
O 0.7 0.9 1.2
O 0.2 0.8 -0.1
O 2.7 -0.9 -3.0
O 1.6 2.4 -1.7
O -2.8 1.5 -1.6
O -0.2 2.5 1.5
N -3.9 -3.6 -1.8
N 3.0 -5.8 5.5
N 5.9 0.0 3.1
N -1.6 -2.0 -1.5
N 8.7 0.5 -1.6
C -4.9 8.1 1.7
C -4.0 -3.2 -1.7
H 0.0 0.3 -0.1
H -0.6 1.1 0.5
H -0.7 0.0 -0.4
H -1.4 0.4 -0.5
H 0.0 -0.1 0.0
H -1.5 3.1 0.6
H 0.2 0.0 0.5
H 0.3 0.1 0.2

Properties
net charge: +1
orbital gap: 6.879 eV
total energy: -2016.155424 Eh
largest force on an atom: 13.097 eV/A
energy above the lowest of the compared OMol25 structures with the same formula, charge and spin: 394.6 kJ/mol


Record 3
Density functional theory data (the ωB97M-V functional and the def2-TZVPD basis) for a 2-piece molecular cluster, C2H8FN2 overall.

Geometry (Å):
F 2.264 0.746 -0.145
N 3.133 -0.335 -0.102
N -0.551 1.077 -0.076
C -0.933 -0.153 -0.042
C -2.326 -0.623 0.076
H -0.075 -0.979 -0.008
H 0.351 1.452 -0.214
H -1.228 1.803 0.095
H -2.312 -1.587 0.283
H 4.065 0.038 -0.212
H -2.854 0.132 0.606
H -2.602 -0.653 -0.962
H 3.069 -0.919 0.702

Cartesian forces, eV/Å:
F -0.4 0.3 0.9
N 1.1 -1.1 -2.3
N -2.0 -0.5 0.4
C 3.0 -1.8 0.6
C 2.0 4.3 -1.9
H -1.7 2.0 -0.6
H 1.7 -0.4 -0.1
H -0.5 0.2 -0.2
H -0.4 -4.2 2.1
H 0.0 0.3 0.2
H -1.2 -0.1 0.6
H -0.7 0.4 -0.9
H -0.7 0.4 1.3

Properties
net charge: +1
orbital gap: 8.921 eV
total energy: -290.009984 Eh
largest force on an atom: 5.149 eV/A
energy above the lowest of the compared OMol25 structures with the same formula, charge and spin: 220.0 kJ/mol


Record 4
Density functional theory data (the ωB97M-V functional and the def2-TZVPD basis) for C2H8FNO7V2 as an isolated structure.

Geometry (Å):
V -26.814 -22.504 1.473
V -26.742 -19.225 -0.732
F -27.699 -20.981 0.286
O -27.183 -21.009 3.134
O -28.272 -19.160 -2.360
O -26.882 -18.945 2.950
O -28.750 -23.431 2.022
O -26.585 -23.780 0.554
O -27.356 -18.066 0.152
O -28.609 -19.697 3.923
N -27.592 -19.859 3.319
C -29.656 -19.198 -2.089
C -30.000 -22.797 1.779
H -30.431 -22.264 2.627
H -28.909 -24.171 2.611
H -30.053 -18.203 -1.886
H -28.206 -18.932 -3.290
H -30.633 -23.610 1.426
H -29.909 -22.077 0.966
H -30.215 -19.634 -2.916
H -29.809 -19.791 -1.187

Cartesian forces, eV/Å:
V -3.3 -1.4 0.0
V -4.7 2.0 2.5
F 2.2 0.6 -0.7
O 2.0 -6.2 -2.6
O 2.4 -0.3 0.8
O 1.0 1.3 -1.4
O 1.8 1.1 -0.1
O 0.4 3.1 1.9
O 2.0 -3.1 -2.4
O -1.2 -0.1 0.3
N -0.9 3.0 1.2
C -2.2 0.0 1.3
C -1.3 0.2 -0.8
H 0.3 -0.3 0.3
H 0.4 -0.3 0.3
H 0.2 0.1 -0.1
H 0.8 0.2 -0.4
H -0.4 0.3 0.1
H 0.3 -0.2 0.0
H 0.3 -0.1 0.0
H 0.0 -0.1 -0.2

Properties
net charge: +2
orbital gap (spin up / spin down): 3.789 / 4.860 eV
<S²>: 2.206
multiplicity: 3
total energy: -2649.417378 Eh
largest force on an atom: 6.986 eV/A


Record 5
Density functional theory data (the ωB97M-V functional and the def2-TZVPD basis) for a 3-piece molecular cluster, C2H8IN2 overall.

Geometry (Å):
I 0.655 -0.854 -2.499
N -1.979 0.307 -0.898
N 1.249 -1.306 0.334
C 0.247 -0.866 -0.441
C -1.169 -0.441 0.025
H 2.114 -1.323 -0.154
H -0.874 0.049 0.948
H -1.403 0.977 -1.452
H 1.921 1.834 0.522
H -1.807 -1.237 0.436
H 1.883 1.219 -0.056
H 1.254 -1.145 1.382
H -2.674 0.740 -0.387

Cartesian forces, eV/Å:
I -0.2 0.1 0.8
N 3.2 -0.7 -2.0
N -2.9 2.0 0.4
C -0.3 -1.3 -0.1
C 1.3 -0.4 0.7
H 1.1 -0.5 0.0
H -0.1 0.9 0.5
H -1.0 -0.4 0.8
H -0.1 -2.0 -1.9
H 0.7 -0.6 -0.4
H 0.2 2.2 1.9
H -0.1 -0.5 -1.7
H -1.8 1.3 0.9

Properties
net charge: +1
orbital gap: 8.522 eV
total energy: -487.867762 Eh
largest force on an atom: 3.822 eV/A
energy above the lowest of the compared OMol25 structures with the same formula, charge and spin: 249.8 kJ/mol


Record 6
Density functional theory data (the ωB97M-V functional and the def2-TZVPD basis) for an isolated ion of composition C2H8N and charge +1.

Geometry (Å):
N 0.225 -0.370 -0.322
C -1.260 -0.176 -0.181
C 1.036 0.570 0.516
H -1.751 -0.954 -0.841
H 0.718 0.415 1.559
H 0.495 -0.254 -1.332
H -1.539 0.838 -0.514
H 2.067 0.280 0.357
H 0.501 -1.317 -0.056
H 0.818 1.599 0.193
H -1.543 -0.383 0.879

Cartesian forces, eV/Å:
N 0.1 0.5 -1.0
C -0.7 -1.3 -0.3
C -0.5 0.1 0.1
H 0.4 1.0 0.8
H 0.3 0.2 -0.4
H -0.3 -0.2 1.1
H 0.2 -0.5 0.3
H 0.2 0.3 0.2
H -0.3 -0.1 -0.1
H 0.2 -0.4 0.2
H 0.3 0.4 -0.9

Properties
net charge: +1
orbital gap: 14.949 eV
structure (SMILES): C[NH2+]C
total energy: -135.491105 Eh
largest force on an atom: 1.476 eV/A
energy above the lowest of the compared OMol25 structures with the same formula, charge and spin: 25.5 kJ/mol


Record 7
Density functional theory data (the ωB97M-V functional and the def2-TZVPD basis) for a 2-piece molecular cluster, C2H8N2 overall.

Geometry (Å):
N 0.545 -0.220 1.511
N 0.057 -0.268 -2.400
C 0.629 -0.684 -1.144
C 0.199 -0.038 0.127
H 0.025 0.757 -2.480
H 1.259 -0.965 1.554
H -0.868 0.146 -0.020
H -2.193 0.725 2.596
H 0.603 0.999 0.332
H -2.220 1.472 2.751
H 0.515 -1.764 -1.104
H 1.449 -0.159 -1.723

Cartesian forces, eV/Å:
N 0.2 -1.3 -1.2
N 0.2 0.1 0.0
C -2.3 0.2 -0.1
C 0.2 1.0 1.2
H -0.1 -0.1 0.4
H -0.2 0.1 0.2
H 0.0 0.2 0.3
H 0.0 0.8 0.2
H -0.2 0.5 -1.0
H 0.0 -0.8 -0.2
H 1.1 -0.2 0.0
H 1.1 -0.4 0.3

Properties
net charge: 0
orbital gap: 4.597 eV
total energy: -190.179562 Eh
largest force on an atom: 2.346 eV/A
energy above the lowest of the compared OMol25 structures with the same formula, charge and spin: 838.3 kJ/mol


Record 8
Density functional theory data (the ωB97M-V functional and the def2-TZVPD basis) for a 2-piece molecular cluster, C2H8N2 overall.

Geometry (Å):
N -1.622 0.973 0.253
N 3.201 -0.688 0.452
C -2.542 -0.153 0.480
C 2.954 -0.275 -0.695
H -2.846 -0.109 1.527
H -3.481 -0.093 -0.082
H 3.563 -0.268 -1.605
H 1.967 0.176 -0.865
H -2.091 -1.122 0.283
H -2.144 1.788 -0.039
H -1.036 0.788 -0.545
H 4.077 -1.018 0.835

Cartesian forces, eV/Å:
N 0.0 -0.2 -0.4
N -0.8 0.3 1.6
C -0.5 0.6 0.4
C -0.2 0.3 -0.7
H 0.1 -0.3 0.1
H 0.2 0.0 -0.2
H 0.6 -0.1 0.2
H 0.0 -0.3 0.1
H 0.2 0.1 0.0
H -0.2 0.2 0.2
H 0.3 -0.2 -0.1
H 0.4 -0.2 -1.1

Properties
net charge: 0
orbital gap: 10.392 eV
structure (SMILES): C=N.CN
total energy: -190.449095 Eh
largest force on an atom: 1.770 eV/A
energy above the lowest of the compared OMol25 structures with the same formula, charge and spin: 130.6 kJ/mol


Record 9
Density functional theory data (the ωB97M-V functional and the def2-TZVPD basis) for a 2-piece molecular cluster, C2H8N2 overall.

Geometry (Å):
N 0.054 0.471 0.323
N 0.061 0.742 -2.950
C 0.371 -1.032 2.153
C -0.422 -0.361 1.326
H -0.027 0.289 -2.038
H -0.420 1.021 -0.359
H -1.503 -0.412 1.280
H 0.995 0.771 0.478
H 0.294 -0.074 -3.521
H -0.883 0.953 -3.258
H -0.040 -1.719 2.880
H 1.451 -1.040 2.186

Cartesian forces, eV/Å:
N 1.3 -0.2 0.4
N -0.1 -1.0 0.0
C -0.4 -0.8 0.8
C -0.2 0.6 -1.2
H 0.0 0.3 -0.1
H -0.8 0.1 0.4
H 0.0 -0.5 0.5
H 0.4 0.2 -0.3
H 0.3 0.4 -0.2
H -0.1 0.2 0.1
H -0.3 0.2 0.0
H 0.1 0.5 -0.5

Properties
net charge: 0
orbital gap: 9.246 eV
structure (SMILES): C=CN.N
total energy: -190.474981 Eh
largest force on an atom: 1.394 eV/A
energy above the lowest of the compared OMol25 structures with the same formula, charge and spin: 62.7 kJ/mol


Record 10
Density functional theory data (the ωB97M-V functional and the def2-TZVPD basis) for a 2-piece molecular cluster, C2H8N2 overall.

Geometry (Å):
N -2.120 -3.859 1.903
N -0.827 -3.683 3.884
C -1.953 -3.683 3.254
C 2.607 5.058 -3.977
H -2.975 -4.262 1.561
H 2.080 5.685 -4.701
H -2.853 -3.222 3.649
H 2.307 4.036 -4.205
H 2.333 5.286 -2.946
H -0.895 -2.870 4.496
H -1.372 -3.682 1.257
H 3.668 5.197 -4.177

Cartesian forces, eV/Å:
N 0.0 -0.9 0.3
N -0.6 0.8 -1.7
C 0.8 1.6 -0.4
C -0.3 0.0 -0.5
H 0.0 0.2 -0.2
H -0.1 0.1 0.3
H -0.5 -0.2 0.6
H 0.2 -0.1 0.1
H 0.1 0.2 -0.2
H 0.0 -0.9 1.2
H 0.2 -0.5 0.2
H 0.0 -0.1 0.3

Properties
net charge: 0
orbital gap: 10.079 eV
structure (SMILES): [H]/N=C/N.C
total energy: -190.467984 Eh
largest force on an atom: 1.995 eV/A
energy above the lowest of the compared OMol25 structures with the same formula, charge and spin: 81.1 kJ/mol


Record 11
Density functional theory data (the ωB97M-V functional and the def2-TZVPD basis) for a 2-piece molecular cluster, C2H8N2O overall.

Geometry (Å):
O -1.208 1.587 -0.049
N 1.379 0.826 -0.898
N -0.566 -1.857 0.839
C -0.234 -0.818 -0.092
C 0.925 -0.168 -0.022
H 0.568 1.382 -1.136
H 1.613 -0.418 0.772
H -0.836 -0.571 -1.061
H -1.789 2.097 0.372
H -1.057 0.786 0.488
H -0.146 -2.758 0.743
H -0.467 -1.527 1.748
H 1.940 1.442 -0.437

Cartesian forces, eV/Å:
O 3.0 -2.6 -2.2
N -2.4 -1.6 -0.9
N -1.1 0.4 -1.5
C 0.3 -0.6 -2.3
C 0.6 -0.2 0.1
H -0.1 0.0 -0.6
H 0.2 -0.1 0.2
H 0.5 -1.0 2.1
H -3.7 3.3 2.6
H -0.1 0.5 -0.3
H 0.3 -0.3 -0.4
H 0.1 0.3 1.8
H 2.3 1.9 1.5

Properties
net charge: 0
orbital gap: 9.279 eV
structure (SMILES): N/C=C/N.O
total energy: -265.691745 Eh
largest force on an atom: 5.568 eV/A
energy above the lowest of the compared OMol25 structures with the same formula, charge and spin: 240.0 kJ/mol


Record 12
Density functional theory data (the ωB97M-V functional and the def2-TZVPD basis) for one molecule with the formula C2H8N2O.

Geometry (Å):
O -2.175 0.657 0.420
N 0.695 -0.519 0.652
N 2.177 -0.046 0.494
C 0.111 0.134 -0.491
C -1.470 -0.267 -0.388
H -2.179 1.512 -0.044
H 0.300 -0.095 1.500
H -1.872 -0.247 -1.405
H 2.713 -0.205 1.353
H 2.654 -0.598 -0.225
H -1.623 -1.271 0.015
H 0.179 1.226 -0.453
H 0.491 -0.280 -1.428

Cartesian forces, eV/Å:
O -0.1 0.3 0.1
N 3.1 0.3 -0.8
N -0.9 0.1 1.1
C -3.5 -1.3 0.6
C 1.6 1.1 -1.1
H 0.0 -0.5 0.3
H 0.7 0.1 -0.3
H -0.1 -0.1 0.0
H -0.6 -0.2 -0.2
H -0.8 -0.2 0.3
H 0.3 0.2 0.1
H 0.2 0.0 -0.2
H 0.2 0.1 0.2

Properties
net charge: 0
orbital gap: 9.609 eV
structure (SMILES): NNCCO
total energy: -265.675842 Eh
largest force on an atom: 3.823 eV/A
energy above the lowest of the compared OMol25 structures with the same formula, charge and spin: 281.7 kJ/mol


Which formula does entry 10 have?
C2H8N2